A single C6H10 molecule at a distorted geometry, computed with wB97M-V/def2-TZVPD.

Last column: natural (NBO) charge in e.
CARTESIAN COORDINATES (ANGSTROEM)
C (-1.675, -0.251, 1.213)  -0.639
C (-0.445, 0.343, 0.583)  0.022
C (0.550, -0.595, -0.005)  -0.267
C (0.592, -0.958, -1.457)  -0.406
C (1.643, -0.032, -0.954)  -0.421
C (-0.211, 1.652, 0.578)  -0.412
H (-2.321, 0.532, 1.618)  0.216
H (-2.245, -0.839, 0.488)  0.214
H (-1.403, -0.927, 2.037)  0.215
H (0.708, -1.486, 0.636)  0.221
H (0.893, -1.974, -1.658)  0.211
H (-0.166, -0.545, -2.104)  0.215
H (2.656, -0.372, -0.774)  0.216
H (1.636, 0.993, -1.377)  0.224
H (-0.960, 2.360, 0.907)  0.191
H (0.747, 2.061, 0.270)  0.198

The total charge is 0. The value obtained for the HOMO energy is -9.0030 eV. The gap between HOMO and LUMO comes out at 0.3742 hartree. The LUMO energy comes out at 1.180 eV. As for the SMILES: C=C(C)C1CC1. As for the energy above the lowest of the compared OMol25 structures with the same formula, charge and spin: 125.7 kJ/mol.


A molecular structure, C10H30O5 at a distorted geometry, computed with wB97M-V/def2-TZVPD.

Last column: natural (NBO) charge in e.
CARTESIAN COORDINATES (ANGSTROEM)
C (-3.104, -1.756, 1.074)  -0.656
C (-2.695, -0.412, 1.346)  -0.068
O (-1.414, -0.245, 0.822)  -0.732
H (-2.457, -2.430, 1.635)  0.220
H (-3.026, -1.927, 0.000)  0.227
H (-4.123, -1.935, 1.419)  0.225
H (-2.671, -0.082, 2.385)  0.161
H (-3.347, 0.358, 0.934)  0.189
H (-1.293, 0.682, 0.602)  0.537
C (0.802, -1.476, 2.833)  -0.635
C (0.166, -2.751, 2.185)  -0.045
O (0.768, -3.021, 0.899)  -0.802
H (0.402, -1.447, 3.847)  0.195
H (0.404, -0.590, 2.338)  0.194
H (1.891, -1.480, 2.797)  0.212
H (-0.902, -2.554, 2.088)  0.142
H (0.237, -3.613, 2.849)  0.168
H (0.347, -2.650, 0.120)  0.501
C (1.949, 2.128, -2.743)  -0.645
C (2.836, 0.887, -3.203)  -0.061
O (4.154, 1.370, -3.300)  -0.713
H (0.913, 1.864, -2.531)  0.195
H (1.848, 2.920, -3.485)  0.203
H (2.400, 2.511, -1.827)  0.207
H (2.390, 0.499, -4.119)  0.159
H (2.842, 0.142, -2.407)  0.188
H (4.211, 1.848, -4.130)  0.462
C (1.628, -1.156, -0.966)  -0.639
C (0.463, -0.606, -0.141)  -0.073
O (-0.629, -1.628, -0.141)  -0.790
H (2.462, -0.479, -1.150)  0.190
H (1.302, -1.428, -1.971)  0.199
H (1.923, -2.107, -0.522)  0.251
H (0.151, 0.348, -0.567)  0.131
H (0.858, -0.318, 0.832)  0.174
H (-1.366, -1.184, 0.284)  0.474
C (-0.234, 2.159, -0.274)  -0.654
C (-1.513, 2.736, 0.269)  -0.063
O (-2.310, 1.776, 0.922)  -0.761
H (0.431, 2.062, 0.584)  0.222
H (0.240, 2.914, -0.901)  0.252
H (-0.441, 1.194, -0.738)  0.212
H (-2.016, 3.288, -0.525)  0.166
H (-1.488, 3.489, 1.057)  0.173
H (-2.989, 2.100, 1.518)  0.507

The total charge is 0. The value obtained for the HOMO energy is -8.4909 eV. The gap between HOMO and LUMO comes out at 0.3143 hartree. The LUMO energy comes out at 0.063 eV. As for the energy above the lowest of the compared OMol25 structures with the same formula, charge and spin: 949.2 kJ/mol.


A molecular structure, C40H80O17S2 at a distorted geometry, computed with wB97M-V/def2-TZVPD.

Last column: Löwdin charge in e.
CARTESIAN COORDINATES (ANGSTROEM)
C (-1.501, 4.324, -1.843)  -0.095
C (-1.943, 3.117, -2.702)  -0.100
C (-1.177, 1.881, -2.137)  -0.137
O (-0.666, 2.348, -0.865)  -0.216
C (-1.085, 3.628, -0.520)  -0.189
H (-2.344, 5.011, -1.779)  0.111
H (-0.599, 4.796, -2.234)  0.074
H (-1.586, 3.034, -3.729)  0.117
H (-2.979, 2.829, -2.528)  0.109
H (-0.283, 1.711, -2.738)  0.080
H (-1.826, 1.018, -1.984)  0.143
H (-0.239, 4.099, -0.020)  0.106
H (-1.927, 3.476, 0.154)  0.056
C (-3.218, -3.716, 1.053)  -0.111
C (-2.950, -2.218, 0.690)  -0.145
C (-2.414, -2.192, -0.694)  -0.165
O (-2.067, -3.546, -0.978)  -0.168
C (-2.907, -4.433, -0.258)  -0.197
H (-4.269, -3.911, 1.266)  0.118
H (-2.615, -4.100, 1.876)  0.076
H (-2.178, -1.994, 1.426)  0.066
H (-3.743, -1.514, 0.944)  0.137
H (-1.663, -1.467, -1.008)  0.037
H (-3.167, -1.756, -1.350)  0.139
H (-2.563, -5.465, -0.188)  0.129
H (-3.851, -4.457, -0.802)  0.124
C (1.968, 4.537, -2.103)  -0.118
C (1.710, 3.064, -2.409)  -0.086
C (2.640, 2.406, -1.329)  -0.169
O (2.803, 3.345, -0.307)  -0.183
C (2.251, 4.592, -0.573)  -0.139
H (1.126, 5.142, -2.440)  0.089
H (2.763, 4.937, -2.732)  0.114
H (2.061, 2.731, -3.386)  0.133
H (0.674, 2.859, -2.140)  0.065
H (3.606, 2.361, -1.832)  0.090
H (2.350, 1.435, -0.927)  0.093
H (2.997, 5.332, -0.284)  0.142
H (1.294, 4.729, -0.070)  0.092
C (1.111, 2.310, 2.902)  -0.140
C (1.903, 3.576, 2.775)  -0.096
C (3.204, 3.164, 1.983)  -0.150
O (3.063, 1.741, 1.958)  -0.198
C (1.657, 1.346, 1.903)  -0.181
H (0.038, 2.478, 2.805)  0.115
H (1.245, 1.875, 3.893)  0.128
H (1.987, 3.952, 3.795)  0.111
H (1.489, 4.383, 2.170)  0.095
H (4.175, 3.291, 2.462)  0.134
H (3.336, 3.543, 0.970)  0.042
H (1.474, 0.307, 2.180)  0.122
H (1.204, 1.294, 0.913)  0.101
C (-4.022, 2.755, 0.641)  -0.127
C (-2.734, 2.070, 1.138)  -0.144
C (-3.319, 1.179, 2.270)  -0.159
O (-4.276, 2.095, 2.914)  -0.124
C (-4.869, 2.910, 1.946)  -0.196
H (-4.433, 2.111, -0.137)  0.112
H (-3.910, 3.691, 0.093)  0.101
H (-1.960, 2.763, 1.467)  0.107
H (-2.209, 1.486, 0.381)  0.036
H (-2.500, 0.867, 2.918)  0.074
H (-3.743, 0.228, 1.949)  0.074
H (-4.726, 3.958, 2.212)  0.112
H (-5.924, 2.762, 1.715)  0.114
C (-3.243, -1.099, 4.726)  -0.115
C (-1.992, -0.395, 4.290)  -0.138
C (-1.806, -0.738, 2.837)  -0.259
O (-3.164, -0.902, 2.458)  -0.346
C (-4.095, -0.804, 3.520)  -0.147
H (-3.618, -0.700, 5.668)  0.131
H (-2.853, -2.113, 4.821)  0.123
H (-1.237, -0.843, 4.936)  0.131
H (-2.153, 0.681, 4.356)  0.126
H (-1.235, -1.665, 2.799)  0.072
H (-1.384, -0.013, 2.141)  0.088
H (-4.993, -1.417, 3.445)  0.144
H (-4.504, 0.202, 3.608)  0.120
C (-0.057, -0.256, 1.068)  -0.209
C (1.085, -0.727, 0.253)  -0.070
C (0.635, -0.323, -1.214)  -0.197
O (-0.763, -0.450, -1.186)  -0.141
C (-1.168, 0.032, 0.107)  -0.157
H (0.170, 0.763, 1.382)  0.071
H (-0.322, -0.911, 1.898)  0.061
H (1.117, -1.815, 0.188)  0.092
H (2.121, -0.569, 0.552)  0.107
H (0.982, -1.111, -1.884)  0.052
H (0.952, 0.639, -1.616)  0.097
H (-2.062, -0.560, 0.306)  0.109
H (-1.371, 1.101, 0.034)  0.048
C (2.201, -1.029, -4.356)  -0.088
C (1.259, -1.831, -5.271)  -0.129
C (0.151, -2.145, -4.223)  -0.116
O (0.343, -1.189, -3.176)  -0.200
C (1.273, -0.182, -3.485)  -0.264
H (2.784, -0.295, -4.912)  0.125
H (2.896, -1.450, -3.629)  0.111
H (1.591, -2.688, -5.856)  0.110
H (0.771, -1.152, -5.971)  0.109
H (0.318, -3.159, -3.861)  0.098
H (-0.820, -1.986, -4.693)  0.130
H (1.615, 0.252, -2.545)  -0.043
H (0.687, 0.625, -3.926)  0.136
C (0.548, -3.002, 2.796)  -0.114
C (-0.784, -3.649, 2.437)  -0.142
C (-0.639, -4.179, 0.938)  -0.157
O (0.706, -4.640, 1.020)  -0.143
C (1.473, -3.940, 1.989)  -0.149
H (0.886, -3.098, 3.828)  0.121
H (0.666, -1.962, 2.491)  0.082
H (-1.643, -2.984, 2.525)  0.052
H (-0.924, -4.388, 3.227)  0.136
H (-0.829, -3.459, 0.142)  0.084
H (-1.316, -5.023, 0.807)  0.109
H (2.167, -3.415, 1.332)  0.105
H (2.028, -4.752, 2.458)  0.130
C (4.491, 1.170, 0.483)  -0.209
C (5.116, 1.426, -0.882)  -0.166
O (5.040, 0.171, -1.528)  -0.129
S (3.603, -0.510, -1.173)  0.990
O (3.784, -1.882, -0.633)  -0.213
O (2.581, -0.290, -2.254)  -0.418
O (3.361, 0.570, 0.088)  -0.300
H (4.117, 2.099, 0.914)  0.079
H (5.057, 0.613, 1.231)  0.166
H (6.175, 1.676, -0.948)  0.145
H (4.652, 2.297, -1.346)  0.089
C (0.796, -3.351, -1.428)  -0.129
C (2.167, -2.670, -1.379)  -0.374
O (3.095, -3.520, -1.892)  -0.153
S (2.436, -4.474, -3.127)  0.850
O (3.021, -5.821, -3.257)  -0.240
O (2.209, -3.652, -4.304)  -0.306
O (1.045, -4.542, -2.199)  -0.176
H (0.131, -2.609, -1.870)  0.112
H (0.339, -3.758, -0.527)  0.077
H (2.288, -2.569, -0.301)  0.083
H (2.306, -1.766, -1.974)  0.049

The total charge is 0. The value obtained for the HOMO energy is -8.0236 eV. The gap between HOMO and LUMO comes out at 0.3067 hartree. The LUMO energy comes out at 0.323 eV. As for the energy above the lowest of the compared OMol25 structures with the same formula, charge and spin: 3925.0 kJ/mol.


Q: What is the LUMO in the first record?
A: 1.180 eV


Q: Look up the total charge of the second one.
A: 0


Q: Which of these has the highest LUMO?
A: C6H10